Record 1
79
Properties=species:S:1:pos:R:3:forces:R:3 method="wB97M-V/def2-TZVPD" homo_lumo_gap_ev=8.0 homo_ev=-8.20 e_above_lowest_kj_mol=0.0 largest_force_ev_per_a=1.99
Ti 0.092993 1.403060 -1.127473 -1.55 1.24 -0.11
S 0.144478 3.504024 -0.051507 0.22 0.00 -0.17
C 0.930884 4.101711 -1.511791 0.06 0.03 0.13
C 1.985645 5.017800 -1.418958 -0.12 -0.03 0.12
C 2.642400 5.479027 -2.540474 0.35 0.31 0.08
C 3.720448 6.433858 -2.390495 -0.25 -0.22 -0.13
N 4.573097 7.195104 -2.273494 -0.03 -0.04 0.04
C 2.264988 5.007980 -3.806651 0.25 0.16 -0.42
C 1.238866 4.094786 -3.913446 -0.23 -0.16 -0.02
C 0.548075 3.635312 -2.786021 0.00 -0.04 -0.11
S -0.767373 2.462205 -3.004376 0.15 0.09 0.07
C 2.942489 5.451427 -5.006812 -0.14 -0.03 0.37
N 3.474980 5.804762 -5.961474 -0.02 -0.04 -0.01
H 2.297638 5.367847 -0.444435 -0.04 -0.02 0.01
H 0.957797 3.727739 -4.891200 0.00 -0.02 0.01
N -1.234683 0.720851 -0.159141 0.67 -0.62 -0.05
P -1.387728 -0.568634 0.754917 -0.06 0.44 -0.21
N -2.077003 -1.881809 0.033386 -0.17 -0.27 -0.41
C -3.506133 -1.736846 -0.361007 0.22 -0.06 0.15
C -3.638522 -1.564486 -1.865478 -0.05 0.05 0.00
C -3.180108 -2.838127 -2.585886 -0.04 -0.02 -0.02
C -2.083867 -3.547451 -1.780276 0.02 -0.06 0.00
C -1.242306 -2.551818 -1.003640 -0.07 0.07 0.12
N 0.093873 -1.144227 1.203347 0.32 -0.19 0.35
C 0.260262 -2.465442 1.830306 0.11 0.12 -0.09
C 0.546438 -2.385404 3.324738 -0.10 0.00 0.06
C 1.725691 -1.464578 3.609470 0.11 -0.06 -0.04
C 1.476353 -0.095582 2.991010 -0.06 0.01 0.07
C 1.205364 -0.225555 1.499060 -0.19 -0.14 -0.03
N -2.377893 -0.184348 2.003467 -0.25 0.10 0.21
C -2.722268 1.228845 2.278646 -0.05 -0.13 0.00
C -3.050867 1.386446 3.753407 0.02 0.01 0.04
C -4.289504 0.565348 4.137958 -0.01 0.00 -0.01
C -4.376806 -0.721907 3.302391 -0.06 -0.02 -0.02
C -2.991900 -1.189753 2.883095 0.11 0.13 -0.04
H -3.927849 -0.886206 0.170241 0.01 0.08 0.00
H -4.058466 -2.621702 -0.028529 0.02 -0.03 -0.01
H -3.035035 -0.704938 -2.164620 0.04 0.00 0.00
H -4.671337 -1.321009 -2.120066 0.00 -0.03 0.01
H -2.817496 -2.591694 -3.585363 0.02 0.02 0.02
H -4.026350 -3.514501 -2.721226 0.00 -0.01 -0.01
H -1.429655 -4.123298 -2.436217 -0.01 0.00 -0.01
H -2.522235 -4.260926 -1.077105 -0.01 0.01 0.00
H -0.808960 -1.817335 -1.689151 0.00 0.06 -0.03
H -0.407986 -3.052407 -0.515426 -0.03 -0.03 -0.01
H 1.101585 -2.963980 1.332173 0.03 0.01 0.01
H -0.625864 -3.065529 1.633508 -0.05 0.03 0.04
H 0.734243 -3.393060 3.703208 0.01 0.01 -0.01
H -0.340606 -2.008124 3.843449 0.02 -0.01 -0.01
H 2.633966 -1.895659 3.170711 -0.02 0.01 0.01
H 1.905233 -1.385691 4.682703 -0.03 0.03 0.01
H 2.328912 0.568737 3.141604 0.02 0.00 0.00
H 0.609956 0.374425 3.470339 0.01 0.00 -0.02
H 2.103331 -0.593779 0.990933 0.03 -0.03 -0.02
H 0.982660 0.764093 1.099398 0.02 -0.01 0.03
H -3.574359 1.540383 1.663807 -0.02 -0.02 0.00
H -1.891159 1.868946 1.994836 0.07 -0.02 -0.02
H -3.198958 2.443102 3.979331 -0.02 -0.01 0.00
H -2.184142 1.062638 4.337617 -0.01 0.00 -0.01
H -5.192176 1.160757 3.987080 0.01 -0.01 -0.01
H -4.255100 0.320979 5.201378 0.02 0.00 0.00
H -4.970015 -0.549543 2.400066 0.02 0.00 0.01
H -4.878758 -1.515711 3.857471 0.00 0.01 0.02
H -3.041031 -2.139938 2.352840 -0.02 -0.01 -0.05
H -2.377958 -1.355785 3.775800 0.00 0.02 0.03
O 1.033037 -0.143326 -2.101877 0.32 -0.34 0.12
C 2.164671 0.313679 -1.727477 -0.12 -0.09 -0.09
O 2.154766 1.428380 -1.120790 0.51 -0.23 0.14
C 3.408878 -0.440616 -1.955061 -0.06 0.04 -0.05
C 4.624842 0.089203 -1.536971 0.08 -0.06 -0.02
C 5.788765 -0.633246 -1.751197 -0.06 0.02 0.00
C 5.727325 -1.872431 -2.377010 0.04 -0.01 0.00
C 4.510258 -2.397903 -2.793430 -0.02 0.03 0.01
C 3.344631 -1.679486 -2.583789 0.08 -0.07 -0.02
H 4.643200 1.058200 -1.056017 0.00 -0.01 0.00
H 6.742773 -0.231791 -1.435894 -0.01 0.00 0.00
H 6.638176 -2.433416 -2.545718 -0.01 0.01 0.01
H 4.474546 -3.362201 -3.283451 0.00 0.02 0.01
H 2.383942 -2.060458 -2.903269 0.00 0.01 0.01

Record 2
87
Properties=species:S:1:pos:R:3:forces:R:3 method="wB97M-V/def2-TZVPD" homo_lumo_gap_ev="5.8 / 5.7" homo_ev="-1.66 / -1.85" total_charge=-2 largest_force_ev_per_a=1.05 spin_multiplicity=5
Cr 0.542134 0.147554 0.022867 0.44 0.91 0.29
O -0.654625 6.810974 0.465742 -0.03 0.00 0.02
C -0.301076 5.666351 0.283977 0.05 0.00 -0.04
S -0.960609 4.619853 -0.976011 0.00 0.01 0.00
C 0.051387 3.227224 -0.652048 0.14 -0.11 0.03
C 0.924395 3.315150 0.366340 -0.08 0.11 0.00
S 1.973716 2.034915 0.895885 -0.09 -0.33 0.00
S 0.930617 4.842298 1.239158 0.00 0.00 0.01
S -0.130318 1.784950 -1.626059 -0.25 -0.04 0.01
S -1.222361 -1.362291 -0.724175 -0.09 -0.17 -0.19
Sb -2.891813 -0.049231 -1.779121 0.28 -0.16 0.04
C -4.090469 0.500105 0.082233 -0.13 0.08 -0.04
C -4.160598 -0.311568 1.207303 0.02 -0.02 0.01
C -4.934944 0.065324 2.297200 0.05 -0.01 -0.01
C -5.633379 1.267314 2.275229 -0.02 0.02 -0.03
C -5.557317 2.087960 1.158245 -0.01 -0.04 0.05
C -4.790740 1.697352 0.064351 0.06 0.01 -0.03
C -2.069428 -0.223486 -3.895400 -0.02 0.07 -0.03
C -1.788335 0.922108 -4.623486 0.01 0.01 0.00
C -1.267295 0.827251 -5.910613 -0.01 -0.02 0.00
C -1.038449 -0.419566 -6.475233 -0.01 0.01 0.01
C -1.328934 -1.569801 -5.750522 0.03 0.01 -0.01
C -1.840003 -1.470141 -4.463422 0.04 -0.04 0.08
C -4.280200 -1.656791 -2.219544 -0.04 0.03 0.06
C -5.006345 -1.645060 -3.408307 -0.02 0.00 0.02
C -5.950311 -2.627703 -3.683411 0.00 0.00 0.01
C -6.179444 -3.645711 -2.767908 0.01 0.01 0.00
C -5.459708 -3.673410 -1.580282 0.01 0.02 -0.01
C -4.521438 -2.684688 -1.310407 0.02 -0.03 -0.02
H -3.576900 -1.224973 1.248991 0.02 0.03 0.03
H -4.969393 -0.567111 3.177438 -0.01 0.01 0.00
H -6.222054 1.569989 3.133909 0.01 0.00 0.00
H -6.083417 3.035984 1.141792 -0.01 0.00 0.00
H -4.722199 2.349878 -0.801846 0.00 0.00 0.02
H -1.944234 1.897519 -4.174291 0.02 -0.01 0.00
H -1.027579 1.727681 -6.465198 0.00 0.00 0.00
H -0.621254 -0.496942 -7.472626 0.00 0.00 0.00
H -1.136507 -2.546041 -6.182017 0.00 0.01 0.01
H -2.035432 -2.370345 -3.889608 0.00 0.00 -0.01
H -4.823149 -0.866082 -4.141601 0.00 -0.01 0.00
H -6.502642 -2.600202 -4.616072 0.00 0.00 0.00
H -6.911881 -4.416152 -2.980140 0.00 0.00 0.00
H -5.627170 -4.468359 -0.862318 0.00 0.00 0.00
H -3.956366 -2.722099 -0.385548 0.00 -0.02 -0.05
C 1.319758 -3.257875 0.497348 0.03 0.00 0.00
P 1.040258 -1.772407 1.517427 -0.02 0.06 0.00
C 2.584191 -1.664697 2.470470 -0.01 0.02 0.05
C -0.207554 -2.381939 2.695636 0.02 0.02 0.03
H 1.504634 -4.125111 1.136423 0.00 0.00 0.01
H 2.174981 -3.081824 -0.150172 -0.04 0.00 0.00
H 0.444945 -3.438745 -0.126824 -0.01 -0.01 0.01
H 2.863255 -2.643137 2.867905 0.00 0.00 0.03
H 2.454053 -0.948017 3.281487 0.00 -0.02 -0.07
H 3.365177 -1.307440 1.798966 0.01 0.01 -0.02
H 0.087939 -3.353288 3.099836 0.01 0.01 0.01
H -1.151565 -2.482224 2.157832 0.00 0.01 0.00
H -0.328177 -1.671673 3.510739 0.00 0.03 0.02
O 0.405197 -0.304732 6.042365 -0.02 0.02 -0.01
S 0.591422 0.948428 5.347448 0.05 -0.04 0.04
O 1.728560 1.738339 5.738433 -0.02 0.01 -0.02
N 0.537883 0.705125 3.734940 -0.10 -0.03 0.01
C -0.544052 1.222275 3.201742 0.04 -0.10 -0.02
S -1.095577 1.086783 1.620738 -0.09 -0.07 -0.11
C -1.416779 1.968371 4.170726 -0.02 0.07 0.06
C -2.590192 2.665129 3.928841 0.02 0.00 -0.03
C -3.208845 3.295121 5.000030 -0.01 0.01 0.01
C -2.668006 3.234314 6.283301 0.01 -0.01 -0.02
C -1.490851 2.535834 6.522418 -0.01 -0.01 0.03
C -0.893865 1.912725 5.445789 0.02 0.00 -0.03
H -2.996549 2.711607 2.926352 -0.01 -0.01 0.01
H -4.123467 3.851069 4.833676 0.00 -0.01 0.00
H -3.167600 3.741610 7.099732 0.00 0.00 0.00
H -1.054575 2.484352 7.511820 0.00 0.00 -0.01
C 3.322275 0.992222 -2.268749 -0.05 0.01 -0.02
C 3.026434 -0.445251 -1.818402 0.10 0.17 0.11
O 2.199417 -0.543517 -0.747652 -0.20 -0.53 -0.25
C 2.459931 -1.227018 -3.032056 0.01 -0.06 0.08
F 2.475354 -2.567441 -2.854674 -0.03 0.04 0.03
F 3.148503 -0.994563 -4.176582 0.03 -0.02 -0.02
F 1.201795 -0.870454 -3.257813 -0.15 0.04 -0.08
C 4.371774 -1.085584 -1.392257 0.01 0.05 -0.05
F 5.228945 -1.246147 -2.431446 0.02 -0.01 0.05
F 4.999724 -0.310689 -0.493157 0.01 -0.01 0.01
F 4.237334 -2.295511 -0.821378 0.03 0.01 -0.03
H 2.436791 1.402749 -2.750599 -0.02 0.00 0.01
H 4.168421 1.034736 -2.955238 0.00 -0.01 -0.01
H 3.515170 1.584811 -1.377166 0.01 -0.01 -0.02

Record 3
82
Properties=species:S:1:pos:R:3:forces:R:3 method="wB97M-V/def2-TZVPD" homo_lumo_gap_ev=4.8 homo_ev=-10.15 total_charge=+1 largest_force_ev_per_a=7.34
C -0.796597 2.937340 -1.094340 5.87 -2.99 3.25
C 0.225063 2.330265 -0.502384 -5.22 2.32 -1.91
N 1.154372 1.465333 0.288128 0.91 -1.06 -0.01
C 1.230228 1.469255 1.755208 1.25 -0.38 1.02
C 0.210445 2.480030 2.537389 0.17 -0.84 0.08
C -1.164659 1.597231 2.748755 0.16 0.16 -1.57
C -2.502710 2.502161 2.769614 -0.44 -1.28 0.80
C -3.759900 1.447636 2.900257 1.02 -0.55 0.02
C -4.071450 0.682737 1.498685 0.71 -0.28 0.30
O -5.240177 1.187229 0.796170 0.65 -2.09 0.87
C -6.333254 0.218817 0.854881 -1.15 0.50 -0.61
C -7.345454 0.600690 -0.370533 0.30 -1.06 0.55
C 2.211159 0.524613 2.594269 -0.01 -0.26 -5.29
B 2.296235 0.499670 4.229304 -0.49 -0.76 2.32
O 2.307397 1.657166 5.093571 0.77 -1.42 -2.63
O 2.318224 -0.805699 4.870399 1.48 2.98 -1.61
C 3.502529 -0.951775 5.736351 0.20 -0.55 1.49
C 3.139996 -0.468096 1.733021 -1.76 1.73 -2.03
C 4.198188 -1.502807 2.374594 -0.84 -3.61 2.63
O 3.771900 -2.558751 2.962439 2.24 5.63 -3.40
O 5.617207 -1.228284 2.229785 -3.06 0.26 0.70
C 3.017344 -0.471399 0.146914 -1.89 2.13 1.50
O 3.742443 -1.321417 -0.744423 -2.02 1.89 2.06
C 3.251266 -2.703719 -0.714759 -1.05 -1.59 1.02
C 1.641630 -2.858102 -0.716723 -0.66 -1.84 -0.32
C 1.271899 -4.092089 -1.744854 -0.31 1.62 -0.60
C 1.057522 -3.317293 0.736931 -0.11 -0.70 0.43
C -0.557910 -3.373490 0.810099 -0.50 0.57 0.77
C 1.594126 -4.807534 1.186632 -0.03 0.37 0.23
C 2.001377 0.556936 -0.498254 2.10 -1.58 1.61
P 1.858052 0.568116 -2.418660 -1.12 -0.39 1.05
P 2.794774 2.388992 -3.203895 4.56 2.54 -2.88
O 3.845265 2.097342 -4.319456 -3.87 0.35 3.22
O 3.645222 3.232106 -1.954700 -2.28 -0.28 -2.42
O 1.541956 3.433244 -3.756761 1.22 -2.57 1.34
H -1.566738 3.603817 -1.655581 1.87 -1.59 1.29
H 0.639804 2.818884 3.565122 -0.57 -0.91 -1.93
H 0.016657 3.455820 1.945641 0.31 -1.88 0.64
H -1.070987 0.855316 3.631826 -0.15 1.51 -1.26
H -1.228053 0.929246 1.789795 -0.02 1.04 1.69
H -2.602019 3.132607 1.800476 0.27 -0.96 1.78
H -2.503040 3.133261 3.734620 0.06 -0.64 -1.74
H -4.682803 1.925223 3.391461 1.32 -0.66 -1.12
H -3.393189 0.618462 3.639469 -0.71 1.52 -1.18
H -4.150577 -0.462667 1.722607 -0.13 2.05 -0.45
H -3.168060 0.774221 0.761818 -1.45 0.08 1.34
H -6.837637 0.312156 1.901934 0.71 -0.27 -1.85
H -6.007631 -0.874864 0.688687 -0.06 1.76 0.42
H -8.374716 0.803963 0.099023 1.51 -0.10 -1.15
H -7.404722 -0.330374 -1.074881 -0.10 1.79 1.28
H -6.928147 1.472796 -0.995412 -0.78 -1.25 1.26
H 2.654350 2.464425 4.642469 -0.55 -0.82 0.50
H 3.081436 -1.089195 6.815743 1.09 0.46 -1.88
H 4.101480 -1.919963 5.476914 -1.29 1.81 0.16
H 4.203934 -0.023756 5.667132 -1.27 -1.64 0.30
H 5.944977 -0.718328 3.014864 -0.47 -0.61 -0.79
H 3.626672 -3.156852 0.295816 -0.48 0.51 -2.08
H 3.666721 -3.276946 -1.633860 -0.34 1.39 1.68
H 1.072842 -1.938909 -1.149083 1.09 -1.35 0.94
H 1.890257 -5.039987 -1.542378 -1.12 1.52 -0.35
H 0.123264 -4.266472 -1.706123 2.16 -0.04 0.06
H 1.472461 -3.665509 -2.815801 -0.16 -1.12 1.79
H 1.410664 -2.603632 1.570097 -0.44 -0.95 -1.40
H -0.923180 -2.495522 1.486342 0.49 -1.44 -1.31
H -1.097401 -3.288449 -0.201978 0.96 -0.10 1.48
H -0.953171 -4.338952 1.335401 0.91 1.72 -1.04
H 1.718386 -4.785126 2.335177 -0.16 -0.13 -1.88
H 2.613981 -5.071066 0.721021 -1.58 0.34 0.77
H 0.818971 -5.638755 0.938788 1.46 1.53 0.23
H 2.635445 -0.530833 -2.966730 0.17 1.10 0.91
H 3.927503 4.099341 -2.371043 -0.29 -1.22 0.61
H 0.761697 2.897014 -4.055420 0.89 0.70 0.29
N -0.871293 1.537936 -6.119476 0.05 0.10 0.18
C -0.518208 2.492582 -7.037909 0.10 0.18 -0.15
C -1.567086 2.648682 -7.911268 0.29 0.13 0.10
C -2.593067 1.760881 -7.502607 -0.07 -0.22 0.25
C -2.137666 1.090595 -6.393265 -0.22 -0.10 0.00
H -0.290043 1.215791 -5.360219 -0.18 -0.09 -0.33
H 0.447187 2.975520 -6.991102 -0.09 -0.06 -0.07
H -1.593392 3.328092 -8.751127 0.02 -0.09 0.11
H -3.558978 1.627292 -7.968433 0.13 0.00 0.07
H -2.603094 0.335054 -5.777241 0.03 0.08 -0.11

Record 4
10
Properties=species:S:1:pos:R:3:forces:R:3 method="wB97M-V/def2-TZVPD" homo_lumo_gap_ev=10.0 smiles=Nc1nc[nH]n1 homo_ev=-9.05 e_above_lowest_kj_mol=94.7 largest_force_ev_per_a=2.13
N -0.034479 1.679589 -1.111610 -0.09 -0.05 0.56
C 0.031139 0.682102 -0.130466 -0.12 -0.58 0.06
N -0.443348 0.586677 1.115366 -0.12 -1.84 -0.19
N -0.146171 -0.869781 1.396693 0.03 0.88 -0.92
C 0.450350 -1.332988 0.305142 0.27 -0.13 -0.46
N 0.650233 -0.436563 -0.611040 -0.15 -0.33 -0.47
H 0.020593 1.231417 -2.026062 0.15 0.28 0.51
H -0.708093 2.431880 -1.098640 0.01 -0.28 0.55
H -0.511408 -1.602293 2.042593 -0.11 2.12 -0.09
H 0.691183 -2.370040 0.118024 0.13 -0.07 0.46

Record 5
20
Properties=species:S:1:pos:R:3:forces:R:3 method="wB97M-V/def2-TZVPD" homo_lumo_gap_ev=3.1 homo_ev=-7.12 e_above_lowest_kj_mol=650.5 largest_force_ev_per_a=1.08
C -2.365490 1.162828 0.289535 -1.08 0.02 0.02
C -2.227430 -0.190871 0.455557 0.12 -0.23 0.76
C -2.227795 -1.075737 -0.582730 -0.45 -0.04 -0.38
N 1.487638 0.274202 -1.779897 0.08 0.09 0.11
C 0.669193 0.979427 -0.810371 0.02 0.73 -0.51
O 0.503210 -0.713499 1.620842 -0.19 -0.01 0.15
H 0.308262 1.940029 -1.241970 0.11 -0.13 0.18
H -2.466656 1.779020 1.178966 0.40 0.10 -0.19
H -2.620297 1.624219 -0.661070 0.44 -0.11 -0.03
H -2.101245 -0.559709 1.464292 0.19 -0.05 -0.07
H 2.451732 0.426447 -1.469947 -0.10 -0.11 -0.18
H -2.367382 -0.740289 -1.604732 0.23 0.04 -0.01
H -2.178473 -2.146133 -0.415661 0.13 0.11 0.04
H 1.376806 -0.714118 -1.593201 0.10 -0.07 -0.02
H 1.203207 1.181366 0.117502 0.01 0.06 -0.03
H -0.203028 0.407416 -0.571742 -0.02 -0.25 0.08
H 0.670734 -1.092336 2.488611 0.02 -0.02 -0.02
H 3.557557 -0.594982 0.980122 -0.05 -0.01 -0.02
H 1.462440 -0.573125 1.222015 0.19 -0.04 -0.20
O 2.770207 -0.333691 0.492219 -0.13 -0.09 0.31

Record 6
17
Properties=species:S:1:pos:R:3:forces:R:3 method="wB97M-V/def2-TZVPD" homo_lumo_gap_ev=9.5 homo_ev=-9.00 e_above_lowest_kj_mol=339.1 largest_force_ev_per_a=1.69
O 1.025417 -1.503606 1.065714 0.51 -1.01 -0.05
C 2.017127 -1.084302 0.497411 -0.51 -0.50 0.29
C 2.016912 0.145132 -0.287461 -1.21 0.31 0.63
C 0.271502 0.863127 0.654041 0.86 0.20 -0.52
C -0.862530 0.734595 -0.319550 0.46 0.11 -0.19
C -1.391113 -0.635405 -0.692995 0.20 -0.10 -0.15
C -2.269007 0.278728 0.087847 0.10 0.19 0.17
H 2.968862 -1.625586 0.669164 0.07 0.16 -0.24
H 3.068003 0.452160 -0.572365 -1.25 0.61 0.96
H 1.416651 0.193552 -1.181393 -0.09 -0.72 -0.36
H 0.675308 1.843865 0.803843 -0.35 0.62 0.06
H 0.025489 0.349902 1.600781 0.92 0.10 -0.68
H -0.837079 1.466898 -1.121497 -0.07 -0.11 0.01
H -1.623246 -0.814733 -1.739161 0.00 0.03 0.18
H -0.918352 -1.460273 -0.168242 -0.16 0.12 -0.09
H -3.108825 0.748541 -0.426487 0.33 -0.05 0.14
H -2.475122 0.047402 1.130352 0.20 0.04 -0.16